1.
The following is a DFT calculation (ωB97M-V/def2-TZVPD) of a molecular structure, C43H35NP2PtS.

Last column: Löwdin charge in e.
Atoms and positions in Å:
Pt 0.4673 0.2308 -0.2026  0.8778
S -1.4703 2.6704 -3.4204  1.0062
C -1.6060 3.5881 -1.9793  -0.4178
C -1.0428 2.9683 -0.9035  -0.1959
C -0.4684 1.7060 -1.2288  -0.3473
C -0.6287 1.4310 -2.5642  -0.5531
C -0.1506 0.1764 -3.0936  -0.2785
C -0.3105 -0.2526 -4.4106  -0.0188
C 0.1588 -1.4935 -4.7857  -0.0563
C 0.7780 -2.2960 -3.8349  -0.0567
C 0.9078 -1.8109 -2.5499  -0.1175
N 0.4708 -0.6060 -2.1739  -0.0515
H -2.0950 4.5495 -2.0077  0.0618
H -1.0316 3.3889 0.0916  0.0904
H -0.8059 0.3960 -5.1202  0.1044
H 0.0398 -1.8367 -5.8051  0.1105
H 1.1560 -3.2786 -4.0771  0.1047
H 1.3913 -2.4050 -1.7897  0.0842
C -0.8816 -1.8751 2.3845  -0.3990
C 0.3546 -2.5861 1.8147  -0.3861
P 1.5377 -1.4036 1.0666  0.8889
C 2.5418 -0.7854 2.4618  -0.3364
C 2.9013 -1.5958 3.5359  -0.0796
C 3.7120 -1.1044 4.5473  -0.0817
C 4.1882 0.1981 4.4856  -0.0855
C 3.8521 1.0049 3.4087  -0.0796
C 3.0282 0.5179 2.4044  -0.1109
C 2.7590 -2.4737 0.2278  -0.3726
C 2.7482 -3.8624 0.2564  -0.0895
C 3.7125 -4.5869 -0.4366  -0.0805
C 4.6974 -3.9297 -1.1548  -0.0837
C 4.7200 -2.5390 -1.1822  -0.0740
C 3.7547 -1.8186 -0.5014  -0.1050
P -2.0195 -1.4040 1.0027  1.0478
C -3.1732 -0.2595 1.8407  -0.3773
C -3.8608 0.6437 1.0330  -0.0980
C -4.7539 1.5506 1.5849  -0.0867
C -4.9598 1.5752 2.9568  -0.1025
C -4.2590 0.7005 3.7751  -0.0927
C -3.3697 -0.2082 3.2204  -0.1023
C -2.9838 -2.9658 0.8855  -0.3687
C -3.9283 -3.3784 1.8249  -0.0849
C -4.5710 -4.5982 1.6904  -0.0841
C -4.2744 -5.4286 0.6153  -0.0938
C -3.3436 -5.0277 -0.3294  -0.0910
C -2.7100 -3.7976 -0.1976  -0.1162
H -0.6018 -0.9589 2.9107  0.0612
H -1.3899 -2.5374 3.0886  0.0819
H 0.0513 -3.2726 1.0160  0.0681
H 0.8504 -3.1899 2.5758  0.0721
H 2.5603 -2.6220 3.5928  0.0972
H 3.9773 -1.7410 5.3815  0.1024
H 4.8221 0.5812 5.2751  0.1026
H 4.2178 2.0220 3.3537  0.1073
H 2.7396 1.1581 1.5814  0.0799
H 1.9886 -4.3993 0.8100  0.0966
H 3.6889 -5.6688 -0.4102  0.1037
H 5.4460 -4.4958 -1.6936  0.1028
H 5.4847 -2.0183 -1.7438  0.1060
H 3.7592 -0.7345 -0.5465  0.1057
H -3.6762 0.6468 -0.0357  0.1004
H -5.2803 2.2459 0.9433  0.1032
H -5.6523 2.2860 3.3898  0.1028
H -4.3928 0.7349 4.8489  0.1068
H -2.8167 -0.8696 3.8764  0.1002
H -4.1727 -2.7338 2.6619  0.0971
H -5.3069 -4.9037 2.4234  0.1019
H -4.7773 -6.3815 0.5117  0.1001
H -3.1181 -5.6647 -1.1752  0.1001
H -2.0004 -3.4686 -0.9490  0.0894
C 0.1633 1.2071 1.4637  -0.2907
C -0.1648 1.7747 2.4833  -0.1115
C -0.5692 2.4495 3.6808  -0.2445
C 0.2907 2.5416 4.7790  -0.0356
C -0.1145 3.1886 5.9355  -0.0915
C -1.3827 3.7491 6.0175  -0.1009
C -2.2456 3.6555 4.9334  -0.0886
C -1.8451 3.0112 3.7746  -0.0459
H 1.2784 2.1019 4.7113  0.1018
H 0.5632 3.2554 6.7775  0.0986
H -1.6967 4.2537 6.9222  0.0961
H -3.2386 4.0843 4.9921  0.1004
H -2.5170 2.9213 2.9301  0.1018

Computed properties:
Max |F| = 0.0037 Eh/bohr
Energy = -79309.319 eV
Kohn-Sham gap = 7.560 eV
2S+1 = 1
Highest occupied orbital energy = -7.4357 eV
E_LUMO = 0.12 eV
Energy above the lowest of the compared OMol25 structures with the same formula, charge and spin = 0.0 kJ/mol

2.
The following is a DFT calculation (ωB97M-V/def2-TZVPD) of 14 unconnected molecules or ions with the total composition C60H76F32O24 in a non-equilibrium geometry.

Last column: Löwdin charge in e.
Atoms and positions in Å:
O -3.9735 -0.3640 -9.1308  0.0955
C -2.9895 -0.9402 -8.6796  -0.4884
O -2.0830 -0.3049 -7.9538  0.0574
C -1.1380 -1.2375 -7.5465  -0.1953
C -1.8069 -2.5786 -7.6053  -0.1703
C -2.7029 -2.4093 -8.8023  -0.0687
H -0.9499 -1.0197 -6.4952  0.0976
H -0.2646 -1.2471 -8.1985  0.1447
H -2.4604 -2.6892 -6.7400  0.1140
H -1.0705 -3.3817 -7.6345  0.1248
H -3.5459 -3.0968 -8.7340  0.1330
H -2.1728 -2.5665 -9.7416  0.1379
O 2.9196 3.7144 3.9665  0.1168
C 1.7104 3.7090 3.8762  -0.5106
O 1.0988 2.7580 3.2549  0.0808
C -0.2964 2.9930 3.2420  -0.1829
C -0.5517 4.3042 3.8246  -0.1667
C 0.8004 4.8585 4.2559  -0.0396
H -0.7611 2.1984 3.8257  0.1340
H -0.7729 3.1292 2.2712  0.0953
H -1.1015 4.1154 4.7467  0.1177
H -1.2259 4.9707 3.2866  0.1166
H 0.8571 5.0841 5.3208  0.1303
H 1.2248 5.6755 3.6724  0.1246
O -1.1937 -1.3589 3.2056  0.0479
C -0.0811 -1.8297 2.8397  -0.4149
O 0.0575 -2.3337 1.5952  0.0033
C 1.4044 -2.8704 1.4524  -0.1294
C 1.8623 -2.9545 2.8696  -0.1732
C 1.2407 -1.8220 3.5873  -0.0516
H 2.0487 -2.2437 0.8357  0.1169
H 1.2620 -3.8515 0.9994  0.1265
H 2.9512 -2.9068 2.8589  0.1207
H 1.5478 -3.8866 3.3392  0.1165
H 1.6846 -0.8575 3.3407  0.1194
H 1.1821 -2.0216 4.6573  0.1431
O 4.0245 -3.7458 -0.0008  0.0947
C 4.5627 -2.9451 -0.7375  -0.4547
O 5.3255 -1.9508 -0.2826  0.0304
C 5.7325 -1.0785 -1.3117  -0.1627
C 4.7748 -1.3395 -2.4615  -0.1624
C 4.2797 -2.7360 -2.2259  -0.0587
H 6.7629 -1.2633 -1.6154  0.1300
H 5.6078 -0.0799 -0.8929  0.1154
H 5.2312 -1.1206 -3.4269  0.1257
H 4.0272 -0.5737 -2.2548  0.0950
H 4.8835 -3.4554 -2.7793  0.1307
H 3.2584 -2.8640 -2.5844  0.1032
O -3.0461 1.6029 2.4353  0.0795
C -4.0919 1.0249 2.0966  -0.5014
O -5.1586 1.2035 2.8006  0.0388
C -6.3722 0.8290 2.1003  -0.1131
C -5.8377 0.4675 0.7585  -0.1721
C -4.3639 0.1542 0.9227  -0.0525
H -7.0585 1.6758 2.1085  0.1291
H -6.8749 0.0226 2.6343  0.1286
H -5.9905 1.2903 0.0601  0.1042
H -6.4191 -0.3094 0.2620  0.1207
H -3.7616 0.4640 0.0688  0.1255
H -4.3674 -0.9021 1.1916  0.1278
O -1.2102 1.0150 -4.6921  0.0912
C -2.2844 0.4293 -4.5762  -0.4333
O -2.4772 -0.6497 -3.7317  -0.0044
C -3.8150 -1.1063 -3.8387  -0.1766
C -4.4740 -0.3978 -5.0057  -0.1138
C -3.6035 0.8838 -5.0913  -0.0584
H -4.2791 -0.9597 -2.8634  0.1228
H -3.7741 -2.1474 -4.1590  0.1227
H -5.5137 -0.1508 -4.7914  0.1197
H -4.4513 -0.9485 -5.9461  0.1088
H -3.9769 1.7422 -4.5329  0.1354
H -3.5476 1.2481 -6.1171  0.1271
O 4.9460 2.1644 5.1883  0.1017
C 5.1514 1.3108 4.3186  -0.4892
O 6.1677 1.4640 3.4369  0.0290
C 6.1106 0.5517 2.3360  -0.1368
C 5.0217 -0.4443 2.7759  -0.1285
C 4.3416 0.2074 4.0086  -0.0862
H 7.0076 -0.0115 2.0786  0.1236
H 5.7463 1.0830 1.4567  0.1085
H 5.3831 -1.4160 3.1124  0.1135
H 4.3096 -0.5750 1.9611  0.0930
H 4.3050 -0.4795 4.8542  0.1409
H 3.3130 0.4621 3.7532  0.1168
O 5.7783 4.8370 4.2531  0.0808
C 6.1782 4.8007 3.0717  -0.5261
O 7.4625 4.7961 2.8322  0.0455
C 7.7466 4.7860 1.4096  -0.1023
C 6.3904 5.3767 0.8810  -0.1406
C 5.3588 4.8545 1.8644  -0.0864
H 7.8891 3.8046 0.9572  0.1169
H 8.5708 5.4402 1.1253  0.1186
H 6.1365 4.9219 -0.0765  0.0856
H 6.4487 6.4565 0.7447  0.1170
H 4.9628 3.8504 1.7125  0.1318
H 4.5844 5.5916 2.0768  0.1338
O 2.5961 0.8059 -0.3735  0.1207
C 1.4142 0.8594 -0.4831  -0.4751
O 0.5984 0.7532 0.5790  0.0440
C -0.7644 0.8182 0.2151  -0.1611
C -0.8223 0.5877 -1.3048  -0.1290
C 0.5586 1.1244 -1.7104  -0.0465
H -1.2052 1.8050 0.3568  0.0910
H -1.2809 -0.0411 0.6428  0.1093
H -1.6646 1.1185 -1.7484  0.1062
H -1.0206 -0.4685 -1.4869  0.0948
H 0.4501 2.2008 -1.8434  0.1065
H 0.9518 0.7304 -2.6476  0.1180
O -3.1931 -0.9624 8.9109  0.0352
C -3.5865 -0.5631 7.7698  -0.4726
O -2.7865 -0.4284 6.7488  0.0636
C -3.5096 -0.1371 5.5283  -0.1235
C -5.0041 -0.3161 5.8297  -0.1414
C -5.0288 -0.3944 7.3672  -0.0677
H -3.1633 -0.8104 4.7442  0.0989
H -3.3281 0.8804 5.1823  0.1182
H -5.4888 -1.1655 5.3483  0.1055
H -5.5622 0.4838 5.3432  0.0953
H -5.5758 -1.1636 7.9125  0.1276
H -5.3179 0.5867 7.7439  0.1263
C -2.3442 -5.1028 -2.1714  -0.0156
C -2.5992 -4.4525 -0.7681  -0.4667
C -2.9894 -2.9648 -0.9064  -0.3558
F -4.1908 -2.8686 -1.4103  0.1364
F -2.7938 -2.1981 0.1718  0.1030
F -3.6026 -5.0369 -0.1273  0.1467
F -1.5063 -4.6711 -0.0393  0.1390
O -1.6456 -4.3794 -3.2135  0.0199
C -0.2855 -4.1746 -2.9635  -0.5483
C 0.3784 -3.7537 -4.3074  -0.2708
F -0.2183 -2.7490 -4.9904  0.0892
F 1.6502 -3.3690 -4.1131  0.1107
F -0.0886 -3.1912 -2.0955  0.1708
F 0.2930 -5.2818 -2.4844  0.1697
H -3.2856 -5.2656 -2.6961  0.1483
H -1.8713 -6.0676 -1.9878  0.1446
H -2.2845 -2.5283 -1.6140  0.1377
H 0.2657 -4.5891 -4.9985  0.1718
C -0.5472 -6.7477 4.3079  -0.0732
C 0.3228 -6.5316 5.4863  -0.4610
C 1.1160 -7.8848 5.8120  -0.4161
F 1.5697 -8.5116 4.7917  0.1465
F 2.0776 -7.7668 6.6926  0.1410
F 1.3064 -5.6370 5.3980  0.1369
F -0.3655 -6.1834 6.5911  0.1363
O -1.2283 -5.5119 4.0366  0.0126
C -2.5303 -5.6848 3.3822  -0.4764
C -3.2280 -4.2761 3.2441  -0.3152
F -4.4830 -4.4006 2.8284  0.1034
F -3.3448 -3.4718 4.2960  0.1237
F -2.3719 -6.3753 2.2389  0.1490
F -3.2710 -6.4588 4.1347  0.1721
H -1.2626 -7.5496 4.4904  0.1503
H 0.0249 -7.0480 3.4301  0.1481
H 0.3966 -8.5933 6.2226  0.1633
H -2.7328 -3.6843 2.4742  0.1468
C -1.6998 6.2615 -0.7411  -0.0508
C -0.4708 5.4001 -1.2394  -0.4433
C 0.3595 4.6463 -0.1577  -0.2633
F 1.4541 3.9402 -0.6472  0.0622
F 0.8713 5.5139 0.6951  0.1343
F -1.0055 4.4959 -2.0750  0.1061
F 0.2410 6.1827 -2.0429  0.1458
O -2.6026 5.7022 0.2222  -0.0034
C -3.4757 4.6009 -0.1761  -0.4562
C -4.7601 4.6138 0.7947  -0.2823
F -5.6097 3.6414 0.5280  0.1120
F -4.5789 4.4882 2.1239  0.1148
F -3.7735 4.6903 -1.4807  0.1576
F -2.6735 3.5626 -0.0244  0.1432
H -2.2331 6.6849 -1.5922  0.1390
H -1.3198 7.2133 -0.3701  0.1424
H -0.2167 3.8741 0.3521  0.1382
H -5.2506 5.5682 0.6032  0.1679
C 1.7618 2.9640 -5.0681  -0.0296
C 2.1553 2.1996 -6.3913  -0.4748
C 2.0012 0.6802 -6.1612  -0.3286
F 2.5281 -0.0292 -7.1915  0.0794
F 2.6394 0.2625 -5.0882  0.1196
F 1.4130 2.5756 -7.4541  0.1301
F 3.4021 2.4406 -6.6902  0.1676
O 2.5349 2.5284 -3.9478  -0.0063
C 3.3834 3.5251 -3.4387  -0.5546
C 4.3146 2.8756 -2.4085  -0.3290
F 4.9131 1.7986 -2.8376  0.1452
F 5.3127 3.7196 -2.1152  0.1103
F 4.1416 3.9145 -4.4593  0.1667
F 2.6211 4.5070 -3.0176  0.1833
H 0.7201 2.7681 -4.8142  0.1282
H 1.8811 4.0113 -5.3456  0.1457
H 0.9622 0.3609 -6.0801  0.1423
H 3.7203 2.5746 -1.5458  0.1495

Computed properties:
Max |F| = 0.1246 Eh/bohr
Energy = -199549.604 eV
Kohn-Sham gap = 8.276 eV
2S+1 = 1
Highest occupied orbital energy = -8.5578 eV
E_LUMO = -0.28 eV
Energy above the lowest of the compared OMol25 structures with the same formula, charge and spin = 536.2 kJ/mol

3.
The following is a DFT calculation (ωB97M-V/def2-TZVPD) of a molecular structure, C24H26N4NbSi in a non-equilibrium geometry.

Last column: Löwdin charge in e.
Atoms and positions in Å:
C 0.2124 1.5676 2.7331  -0.1673
C 0.1039 2.1979 1.4508  -0.1527
C -1.2827 2.1538 1.0531  -0.1461
H 0.9162 2.7139 0.9092  0.1333
C -2.0014 1.4770 2.0845  -0.1565
C -1.0709 1.1202 3.1085  -0.1787
H -1.3397 0.7276 4.1142  0.1713
H 1.1352 1.5491 3.3298  0.1499
H -1.7035 2.6355 0.1515  0.1496
H -3.0947 1.3866 2.1296  0.1527
Nb -0.4950 0.0924 1.2905  1.4834
C 3.4836 1.9819 -0.1485  -0.0145
H 2.6668 1.3485 -0.1092  -0.0829
H 2.9873 2.9930 -0.1101  0.0552
H 3.8375 1.8760 -1.1718  0.0264
Si 0.2754 -0.1094 -1.2797  0.9279
C 1.6451 -0.5516 -2.4822  -0.3269
C 2.4323 0.3268 -3.2807  -0.1000
H 2.5666 1.3708 -2.9648  0.1094
C 2.9611 -0.1504 -4.4942  -0.0298
H 3.3703 0.5586 -5.2232  0.1324
C 2.9344 -1.5221 -4.7674  -0.0142
H 3.3879 -1.9040 -5.6713  0.1265
C 2.3467 -2.4168 -3.8541  -0.0383
H 2.3619 -3.5104 -4.0209  0.1334
C 1.6693 -1.9533 -2.7208  -0.1029
H 1.1182 -2.6336 -2.0323  0.1069
C -0.9339 0.7490 -2.3690  -0.3189
C -0.5989 1.4200 -3.5494  -0.0364
H 0.3857 1.3595 -3.9753  0.0909
C -1.5598 2.1843 -4.2452  -0.0120
H -1.2743 2.6861 -5.1778  0.1372
C -2.8399 2.3090 -3.7442  -0.0120
H -3.5691 2.9361 -4.2675  0.1402
C -3.1653 1.6581 -2.5553  -0.0495
H -4.1646 1.7511 -2.1473  0.1231
C -2.2397 0.9103 -1.8556  -0.1548
H -2.4994 0.4326 -0.9018  0.0794
H 0.3015 -1.1617 0.0264  -0.0194
H 4.1519 1.7473 0.6895  0.0514
N 0.6203 -2.5023 4.4805  0.1668
C 1.8685 -1.9392 4.4972  0.0046
C 1.9085 -1.0467 3.4877  -0.0641
N 0.7014 -1.1169 2.8135  -0.0398
C -0.0783 -2.0425 3.4248  -0.2233
C -1.4655 -2.1581 3.0610  -0.2145
N -2.0445 -1.3014 2.1930  -0.0428
C -3.4179 -1.5075 2.2636  -0.0678
C -3.6897 -2.5293 3.1350  0.0358
N -2.4421 -2.9117 3.7093  0.1770
H 0.2921 -3.2039 5.1323  0.1911
H 2.6149 -2.1406 5.2158  0.1419
H 2.6749 -0.3500 3.1503  0.1368
H -4.0994 -0.9209 1.6742  0.1238
H -4.6000 -3.0097 3.4331  0.1414
H -2.2610 -3.6267 4.3777  0.1665

Computed properties:
Max |F| = 0.1420 Eh/bohr
Energy = -40668.718 eV
Kohn-Sham gap (spin up / spin down) = 5.187 / 5.192 eV
2S+1 = 1
Total charge = +3
Highest occupied orbital energy (spin up / spin down) = -16.9881 / -16.9875 eV
E_LUMO (spin up / spin down) = -11.80 / -11.80 eV
Energy above the lowest of the compared OMol25 structures with the same formula, charge and spin = 8.4 kJ/mol